No. 1
Entry from the Open Molecules 2025 dataset: an isolated ion of composition C5H12N and charge +1 (ωB97M-V with the def2-TZVPD basis set).

* HOMO-LUMO gap: 11.09 eV
* E_HOMO: -14.81 eV
* energy relative to the best compared isomer or geometry (same formula, charge and spin): 113.8 kJ/mol
* total charge: +1
* structure (SMILES): C=C([NH3+])CCC

Cartesian coordinates (Å):
C 1.8311 0.1267 -1.2277
C 1.3523 -0.8956 -0.1832
C -0.1769 -0.9934 -0.0150
C -0.9062 0.2872 0.2711
C -1.0452 1.4009 -0.4172
N -1.6413 0.2427 1.5885
H 2.7883 -0.1628 -1.6328
H 1.1288 0.1915 -2.0768
H 1.8351 1.1300 -0.8112
H 1.6838 -1.8802 -0.4958
H 1.7645 -0.6420 0.7956
H -0.3636 -1.7176 0.7875
H -0.6128 -1.4696 -0.8919
H -1.6238 2.2392 -0.0645
H -0.5673 1.5090 -1.3753
H -1.0086 -0.0421 2.3417
H -2.0585 1.1406 1.8351
H -2.3797 -0.4643 1.5717

Cartesian forces, eV/Å:
C -1.17 -0.06 -0.09
C -0.28 0.60 -0.26
C 0.08 -0.34 -0.07
C -0.20 -0.02 0.34
C 0.15 -0.12 -0.07
N 0.22 -0.25 0.08
H 0.35 0.20 0.07
H 0.27 -0.31 0.14
H 0.43 0.09 0.06
H 0.12 -0.19 0.28
H 0.30 -0.23 -0.09
H -0.07 0.14 0.04
H -0.05 0.16 -0.23
H -0.10 0.12 0.08
H 0.03 -0.01 -0.11
H 0.04 0.14 0.00
H 0.00 0.05 -0.04
H -0.11 0.02 -0.10

---

No. 2
Entry from the Open Molecules 2025 dataset: a 2-piece molecular cluster, C5H13N overall (ωB97M-V with the def2-TZVPD basis set).

* HOMO-LUMO gap: 5.70 eV
* E_HOMO: -6.51 eV
* energy relative to the best compared isomer or geometry (same formula, charge and spin): 728.1 kJ/mol

Cartesian coordinates (Å):
C 2.7828 1.3050 -0.6349
N 1.5984 0.4409 -0.8361
C -0.9855 0.6533 -0.2852
C -1.7268 -0.3741 0.4137
C -0.4976 -0.1200 1.3620
C -1.8283 -1.7650 -0.1790
H 2.5503 2.3624 -0.7086
H 3.2660 1.0998 0.3174
H 3.4901 1.0310 -1.4224
H 1.4375 0.3536 -1.8344
H -1.6309 1.4527 -0.7071
H 0.2421 0.7588 -0.5978
H -2.6505 -0.1471 0.9595
H -0.2509 -1.1380 1.7014
H 0.5200 0.2975 1.2070
H -0.8736 0.3151 2.2881
H -1.2761 -2.5168 0.3974
H -2.8438 -2.1490 -0.2955
H -1.3232 -1.8600 -1.1454

Cartesian forces, eV/Å:
C -0.70 -1.17 -0.85
N -0.90 0.76 0.78
C -2.66 -1.07 -2.46
C 0.57 0.29 -0.99
C 0.31 -0.31 3.88
C 1.21 -1.35 -0.35
H 0.15 0.46 0.03
H -0.02 0.04 0.22
H 0.41 0.40 0.13
H 0.27 -0.02 -0.21
H 0.44 1.07 1.89
H 1.78 -1.02 -0.51
H 0.09 0.45 -0.43
H 0.20 0.06 -0.54
H -0.58 -0.03 -0.94
H -0.06 0.38 -0.08
H -0.26 0.16 0.37
H -0.03 0.48 0.10
H -0.23 0.41 -0.04

---

No. 3
Entry from the Open Molecules 2025 dataset: a 11-piece molecular cluster, C44H114N6O16 overall (ωB97M-V with the def2-TZVPD basis set).

* HOMO-LUMO gap: 8.08 eV
* E_HOMO: -7.98 eV
* energy relative to the best compared isomer or geometry (same formula, charge and spin): 479.5 kJ/mol
* structure (SMILES): CC1(C)CCCC(C)(C)N1O.COCCNCCOC.COCCNCCOC.COCCNCCOC.COCCNCCOC.COCCNCCOC.CO.CO.CO.CO.CO

Cartesian coordinates (Å):
C 2.1458 3.8589 -6.7369
O 2.9676 2.6794 -6.8372
C 2.6429 1.6923 -5.8589
C 3.5890 0.4720 -5.7662
N 3.2626 -0.5588 -6.7789
C 4.1517 -1.7268 -6.8286
C 5.3676 -1.4880 -7.7206
O 4.9674 -0.8449 -8.9230
C 6.0191 -0.5395 -9.8302
H 2.4095 4.6376 -7.4526
H 2.2204 4.3779 -5.7814
H 1.0749 3.7463 -6.9057
H 1.6451 1.3220 -6.0943
H 2.6858 2.1081 -4.8522
H 3.5419 0.0670 -4.7553
H 4.5674 0.8742 -6.0293
H 3.3192 -0.0872 -7.6703
H 3.6310 -2.5109 -7.3785
H 4.3806 -2.1596 -5.8548
H 5.7853 -2.4596 -7.9843
H 6.1406 -0.9272 -7.1952
H 6.8054 0.0308 -9.3356
H 5.7410 0.1296 -10.6445
H 6.5195 -1.3818 -10.3078
C -5.9051 -6.0584 -4.0382
O -5.4184 -5.2253 -5.0773
C -6.0960 -3.9665 -5.2534
C -5.5282 -3.2865 -6.4851
N -6.2888 -3.6916 -7.7185
C -5.8195 -2.9975 -8.8952
C -6.5127 -3.5857 -10.1502
O -6.3288 -2.6813 -11.2391
C -6.0369 -3.2126 -12.5401
H -5.2393 -6.8915 -3.8129
H -6.8500 -6.5273 -4.3130
H -5.9323 -5.4275 -3.1498
H -5.9574 -3.2805 -4.4178
H -7.1650 -4.1473 -5.3663
H -4.4777 -3.5496 -6.6092
H -5.6521 -2.2065 -6.4050
H -7.2903 -3.5610 -7.7108
H -4.7304 -3.0397 -8.8780
H -6.0103 -1.9258 -8.9509
H -7.5651 -3.8510 -10.0491
H -5.9829 -4.5058 -10.3968
H -6.7541 -3.9728 -12.8497
H -5.0481 -3.6709 -12.5245
H -6.0911 -2.3671 -13.2259
C 5.2533 -5.7810 -1.6526
O 5.8816 -4.6690 -1.0302
C 4.9362 -3.6289 -0.5524
C 5.7275 -2.5861 0.1493
N 6.5912 -2.9134 1.2610
C 5.8057 -3.5726 2.3184
C 6.6690 -3.9488 3.5095
O 6.8465 -2.8922 4.4762
C 7.8466 -1.8913 4.1932
H 4.6194 -5.5407 -2.5062
H 4.6828 -6.2716 -0.8640
H 5.9116 -6.5447 -2.0667
H 4.2279 -4.1450 0.0957
H 4.3228 -3.1735 -1.3299
H 4.9588 -1.8825 0.4688
H 6.3618 -2.0045 -0.5197
H 7.2697 -3.5649 0.8931
H 5.2912 -4.4750 1.9882
H 5.0337 -2.9101 2.7098
H 7.6784 -4.1425 3.1465
H 6.2181 -4.8322 3.9615
H 7.4547 -1.3146 3.3554
H 8.8262 -2.2928 3.9340
H 8.0301 -1.2978 5.0889
C -4.1245 0.9367 7.5845
O -4.8943 2.1067 7.3461
C -6.3089 1.8837 7.6352
C -7.0971 1.1136 6.5737
N -7.2209 1.8179 5.3150
C -8.0366 1.0769 4.3412
C -7.7862 1.5814 2.9415
O -6.4384 1.4036 2.4840
C -6.1243 2.1373 1.3212
H -3.9170 0.7937 8.6449
H -3.1475 0.9184 7.1016
H -4.6078 0.0081 7.2808
H -6.7582 2.8468 7.8776
H -6.4237 1.4242 8.6169
H -8.1027 0.9629 6.9665
H -6.5636 0.1707 6.4535
H -6.3222 1.9480 4.8729
H -9.1095 1.2219 4.4677
H -7.7601 0.0247 4.4082
H -8.0912 2.5981 2.6936
H -8.4247 0.9918 2.2835
H -6.4395 3.1759 1.4226
H -6.4819 1.8004 0.3482
H -5.0513 1.9875 1.2016
C 0.4090 -0.2654 0.2728
O -0.0718 -0.7102 1.5367
C -0.9243 0.3333 2.0695
C -1.3677 0.0203 3.5221
N -1.7799 -1.3582 3.6661
C -3.1435 -1.6132 3.1534
C -3.3772 -3.0466 2.7106
O -2.4642 -3.3543 1.6208
C -2.8085 -2.6159 0.4272
H 0.6333 -1.0465 -0.4536
H 1.3202 0.3211 0.3907
H -0.2726 0.3959 -0.2621
H -1.7417 0.6070 1.4024
H -0.3232 1.2294 2.2235
H -2.2023 0.6056 3.9080
H -0.6585 0.2526 4.3165
H -1.1929 -1.7687 2.9540
H -3.4272 -0.8537 2.4249
H -3.8145 -1.4102 3.9881
H -4.4548 -3.1838 2.6214
H -3.1390 -3.6596 3.5798
H -3.8276 -2.8630 0.1298
H -2.1663 -2.8273 -0.4278
H -2.7756 -1.5456 0.6307
C 7.1715 4.2639 4.1232
C 5.8174 4.2007 3.5077
C 5.0246 3.0507 4.2256
C 4.6130 3.2944 5.5845
C 3.6596 4.5307 5.5977
C 4.2417 5.8066 4.8915
N 4.9464 5.4068 3.6424
O 5.4729 6.4620 2.9678
C 3.0583 6.6083 4.5179
C 5.2080 6.4836 5.8956
C 5.8831 3.7900 2.0183
H 7.6702 3.2955 4.0842
H 7.1675 4.6119 5.1562
H 7.7386 5.0432 3.6142
H 4.1364 2.9359 3.6042
H 5.6328 2.1538 4.3428
H 5.4292 3.2279 6.3040
H 4.1011 2.4215 5.9897
H 3.5716 4.7795 6.6553
H 2.6327 4.2935 5.3197
H 2.2618 6.7371 5.2508
H 3.3833 7.5907 4.1754
H 2.5917 6.1346 3.6542
H 5.3614 7.5379 5.6654
H 4.6367 6.6784 6.8033
H 6.1195 5.9822 6.2210
H 6.2324 4.6002 1.3782
H 4.8584 3.6120 1.6922
H 6.4242 2.8676 1.8075
H 4.8067 6.6390 2.2997
C -2.8778 5.6786 3.1561
O -1.9746 4.8018 3.7068
H -2.3510 6.2957 2.4282
H -3.8279 5.2884 2.7912
H -3.1499 6.4311 3.8962
H -2.0461 4.9668 4.6498
C -0.3431 -3.7011 -4.8088
O -0.3879 -2.2939 -4.7882
H 0.4201 -4.0762 -4.1270
H -1.3228 -4.0253 -4.4579
H -0.2597 -4.1424 -5.8020
H 0.2804 -2.0339 -5.4265
C 1.5802 5.5003 -0.4191
O 1.9842 6.8561 -0.3778
H 2.2497 4.9682 -1.0950
H 1.6297 4.9791 0.5369
H 0.5914 5.4492 -0.8750
H 2.4302 7.0362 -1.2086
C 2.7991 -1.8664 6.4701
O 1.4942 -1.7252 6.8928
H 3.0190 -2.9139 6.2641
H 3.0093 -1.3204 5.5503
H 3.5886 -1.5543 7.1537
H 0.8843 -1.6843 6.1526
C -9.3248 -3.0482 1.2154
O -9.1001 -4.3184 1.6806
H -10.2242 -2.6344 1.6714
H -8.4207 -2.4568 1.3600
H -9.5161 -3.1834 0.1508
H -9.2299 -4.2936 2.6315

Cartesian forces, eV/Å:
C 0.10 0.22 0.11
O -0.21 0.63 0.06
C -0.22 -0.55 0.26
C -0.03 0.55 -1.92
N -0.37 0.02 1.19
C -0.60 0.39 -1.53
C 0.69 -0.26 0.08
O -0.09 0.23 -0.47
C 0.70 0.50 0.38
H 0.68 -0.53 -0.36
H 0.30 -0.37 0.47
H -0.14 -0.89 -0.02
H -0.29 -0.05 0.32
H -0.33 0.50 0.07
H 0.10 -0.03 -0.11
H 0.56 0.08 0.71
H -0.09 -0.16 -0.29
H -0.48 -0.11 0.18
H 0.23 0.41 0.07
H 0.27 -0.21 0.10
H 0.19 0.37 -0.10
H 0.19 -0.04 0.42
H -0.92 -0.17 0.19
H -0.30 -0.56 0.24
C 0.12 0.73 -0.04
O 0.25 0.22 -0.38
C 0.56 -0.84 -0.12
C -1.97 -0.32 -1.19
N 1.02 -0.13 0.14
C -0.61 -0.04 -0.55
C 1.93 -0.25 -0.83
O -0.23 0.36 -0.20
C -0.26 0.04 1.17
H 0.44 0.25 -0.43
H -0.40 0.33 0.20
H -0.60 -0.30 0.41
H 0.14 -0.25 0.51
H -0.22 0.04 -0.06
H -0.07 0.03 -0.06
H 0.37 0.28 0.41
H -0.09 0.07 0.93
H 0.09 -0.48 -0.66
H -0.36 0.47 0.43
H -0.17 0.28 0.45
H -0.07 -0.37 0.03
H -0.21 -0.05 0.01
H 0.18 0.05 -0.21
H 0.17 -0.14 0.04
C -0.51 -0.06 0.63
O -0.50 1.00 -0.66
C 0.96 -2.44 -0.48
C 0.17 1.68 -0.11
N -1.21 -0.56 0.49
C 0.61 0.11 0.43
C 0.86 1.24 -0.17
O 0.00 -0.38 0.42
C -0.87 -0.65 -0.43
H -0.33 0.51 0.12
H -0.50 -0.29 -0.20
H 0.81 0.46 0.40
H -0.09 0.03 0.31
H 0.29 -0.07 -0.51
H 0.02 0.33 0.39
H -0.17 -0.20 -0.54
H 0.26 -0.25 0.17
H -0.02 -0.23 -0.25
H -0.08 0.31 -0.26
H 0.11 -0.71 -0.13
H 0.28 0.23 0.57
H 0.42 0.43 0.08
H -0.01 -0.48 -0.26
H -0.53 0.02 -0.01
C 0.05 -0.54 0.46
O -0.95 -0.71 -0.21
C 0.43 0.63 0.43
C 0.83 0.74 0.34
N -0.67 0.24 -0.38
C 1.12 0.99 -0.03
C 0.13 -0.63 -1.63
O -0.55 -0.14 0.41
C 0.75 -0.18 0.07
H -0.09 0.25 0.33
H -0.17 0.68 -0.33
H -0.32 0.05 -0.29
H 0.18 0.40 -0.81
H 0.31 -0.81 0.02
H 0.02 -0.29 0.09
H -0.31 -0.59 -0.08
H 0.30 0.06 0.20
H -0.05 -0.16 0.53
H -0.33 -0.41 -0.28
H 0.01 0.44 0.81
H -0.24 -0.34 -0.16
H 0.35 0.23 0.08
H -0.91 -0.61 0.16
H 0.17 0.67 0.22
C 0.46 0.36 -0.35
O -1.07 0.85 -0.47
C 0.98 0.68 1.67
C -0.95 -0.23 0.39
N 0.00 -1.09 -0.95
C -0.14 0.81 1.23
C 1.41 1.06 0.41
O -1.24 -0.01 -0.24
C -0.41 -0.11 0.72
H -0.10 -0.58 0.57
H 0.22 0.05 0.22
H -0.47 0.03 0.24
H -0.15 -0.43 -0.13
H 0.19 0.35 -0.55
H -0.29 0.64 -0.81
H 0.89 -0.13 -0.56
H 0.34 -1.10 0.20
H -0.09 -0.12 -0.48
H -0.29 -0.10 0.16
H -0.10 -0.21 -1.20
H 0.57 -0.35 -0.32
H -0.19 -0.05 -0.05
H 0.34 -0.33 0.48
H 0.12 0.07 -0.15
C 1.00 1.24 0.29
C -1.74 -1.25 0.78
C 0.96 -0.12 -1.86
C -1.85 0.83 1.75
C 1.56 -0.35 1.44
C 1.70 -2.45 1.09
N -1.00 -2.72 0.47
O 0.71 1.75 -0.60
C -0.61 1.48 -1.14
C -1.37 1.32 0.67
C -0.73 0.63 0.02
H 0.12 0.12 -0.18
H -0.23 -0.34 0.10
H 0.43 -0.21 -0.22
H -0.05 -0.65 -0.03
H 0.15 -0.27 -1.22
H 0.47 1.27 -0.02
H -0.76 -0.15 -0.39
H -0.23 0.40 0.07
H 0.23 -0.23 -0.69
H 0.39 -0.08 0.40
H -0.18 0.27 0.06
H -0.07 -0.12 -0.03
H 0.77 -0.11 -0.80
H -0.21 -0.52 0.41
H -0.16 -0.09 -0.55
H 0.40 -0.04 0.13
H -0.16 -0.06 -0.02
H 0.29 0.13 0.34
H 0.09 0.29 -0.32
C -0.51 2.40 -0.25
O 0.52 -1.20 0.89
H -0.28 -0.28 -0.67
H 0.24 -0.52 -0.27
H -0.32 0.12 0.22
H 0.36 -0.56 0.08
C -1.02 -0.48 0.55
O 0.40 0.18 -0.57
H 0.13 -0.21 -0.11
H 0.07 -0.21 0.24
H 0.37 0.17 -0.15
H 0.09 0.59 0.02
C 0.18 -0.26 -1.11
O 0.22 0.21 0.54
H 0.06 -0.34 0.01
H -0.14 0.51 0.17
H -0.27 -0.28 0.34
H -0.03 0.14 0.09
C 1.34 -0.69 -1.37
O -0.95 0.58 1.13
H 0.10 -0.25 -0.12
H -0.07 0.14 -0.20
H -0.64 0.29 0.63
H 0.18 -0.07 -0.12
C -0.21 0.59 -1.02
O 0.15 -1.87 1.12
H 0.10 0.52 -0.01
H -0.22 0.62 -0.04
H 0.03 0.48 -0.12
H 0.15 -0.33 0.06

---

| no. | M (g mol⁻¹) | E_tot (Eh) |
| --- | --- | --- |
| 1 | 86.2 | -252.187790 |
| 2 | 87.2 | -252.785747 |
| 3 | 983.4 | -3276.649333 |